{
  "formula": "C38H39ClIN3O2PPtS",
  "method": "ωB97M-V/def2-TZVPD",
  "charge": 1,
  "homo_energy_ev": -9.24,
  "de_lowest_ev": 0.000,
  "total_energy_ev": -92593.9068,
  "symbols": ["Pt", "Cl", "C", "C", "C", "I", "C", "O", "C", "N", "C", "C", "C", "C", "H", "H", "H", "H", "C", "S", "O", "C", "C", "C", "C", "C", "C", "H", "H", "H", "H", "H", "H", "H", "H", "C", "C", "C", "C", "N", "N", "H", "H", "H", "H", "H", "H", "H", "H", "H", "H", "H", "H", "C", "C", "C", "C", "C", "C", "P", "C", "C", "C", "C", "C", "C", "C", "C", "C", "C", "C", "C", "H", "H", "H", "H", "H", "H", "H", "H", "H", "H", "H", "H", "H", "H", "H"],
  "coordinates": [[-0.51055, -0.06050, 0.57064], [-2.21225, 6.71389, 1.80939], [-1.40667, 5.17317, 1.92026], [-0.24774, 5.06457, 2.63668], [0.41369, 3.83722, 2.74077], [2.21303, 3.72676, 3.78785], [-0.05905, 2.65748, 2.16674], [0.52343, 1.52856, 2.26834], [-1.25689, 2.80723, 1.36925], [-1.69256, 1.71615, 0.66620], [-2.75218, 1.81128, -0.11629], [-3.49529, 2.98673, -0.24276], [-3.08907, 4.09656, 0.43894], [-1.93596, 4.04669, 1.24937], [0.16080, 5.93997, 3.12290], [-3.03136, 0.93392, -0.68145], [-4.36444, 2.99717, -0.88474], [-3.62791, 5.02989, 0.35219], [-2.07608, -2.73514, 2.26002], [-2.14729, -1.01639, 1.78931], [-2.31081, -0.24960, 3.02168], [-3.67418, -1.02712, 0.88323], [-4.75360, -0.37455, 1.45030], [-5.95404, -0.36089, 0.74947], [-6.04908, -0.98656, -0.48443], [-4.94934, -1.63705, -1.03676], [-3.74523, -1.65665, -0.35267], [-1.50104, -2.74553, 3.18440], [-1.60368, -3.34643, 1.50474], [-3.10102, -3.05171, 2.43725], [-4.64210, 0.11843, 2.40719], [-6.81309, 0.14429, 1.17000], [-6.98623, -0.96777, -1.02466], [-5.03180, -2.12139, -2.00049], [-2.87158, -2.13839, -0.77872], [2.38307, 2.11703, -2.75376], [1.73939, 2.98259, -1.66709], [1.11687, 4.22872, -2.28473], [2.76586, 3.37046, -0.60612], [0.61107, 2.30598, -0.98883], [0.99221, 1.10137, -0.33120], [3.15682, 2.68485, -3.27075], [1.64369, 1.80475, -3.49560], [2.87118, 1.22338, -2.35182], [1.88036, 4.82135, -2.78798], [0.64716, 4.83874, -1.51267], [0.35786, 3.96281, -3.02557], [3.54912, 3.98014, -1.05638], [3.25077, 2.49607, -0.16345], [2.29326, 3.94214, 0.19452], [-0.11960, 2.07857, -1.65546], [1.44657, 1.35822, 0.55439], [1.65350, 0.56113, -0.89260], [0.31219, -5.99694, 1.68252], [-0.20695, -5.66064, 0.43856], [0.00816, -4.39452, -0.08383], [0.74326, -3.45690, 0.64135], [1.27973, -3.80462, 1.87860], [1.06130, -5.07193, 2.39739], [0.92425, -1.76130, 0.03780], [2.55091, -1.20716, 0.62699], [2.60298, -0.56028, 1.86502], [3.81315, -0.08944, 2.35299], [4.97337, -0.26115, 1.61268], [4.92745, -0.90222, 0.38212], [3.72220, -1.37385, -0.11463], [1.01831, -1.96257, -1.76372], [1.80948, -2.97401, -2.31684], [1.90990, -3.10814, -3.69126], [1.21457, -2.24457, -4.52879], [0.40842, -1.25483, -3.98956], [0.30786, -1.11665, -2.61224], [0.14382, -6.98555, 2.08834], [-0.77749, -6.38556, -0.12671], [-0.39912, -4.13893, -1.05463], [1.87068, -3.09011, 2.43812], [1.48062, -5.33837, 3.35840], [1.70030, -0.37320, 2.43489], [3.83439, 0.43078, 3.30107], [5.91518, 0.11675, 1.98832], [5.83138, -1.02796, -0.19906], [3.70182, -1.85056, -1.08408], [2.33472, -3.66905, -1.67333], [2.52605, -3.89247, -4.11023], [1.29306, -2.35402, -5.60227], [-0.14988, -0.59395, -4.63952], [-0.34405, -0.35865, -2.19351]],
  "atomic_forces_ev_per_a": [[0.1, -0.1, -0.1], [0.0, -0.1, 0.0], [0.0, 0.0, 0.0], [0.0, 0.0, 0.0], [0.1, 0.1, 0.2], [-0.1, 0.0, 0.0], [-0.1, 0.0, 0.0], [0.2, -0.2, -0.1], [-0.2, 0.0, 0.0], [-0.1, 0.1, 0.0], [0.0, 0.0, -0.1], [0.0, 0.0, 0.0], [0.1, 0.1, 0.0], [0.0, 0.0, 0.0], [0.0, 0.0, 0.0], [0.0, -0.1, 0.0], [0.0, 0.0, 0.0], [0.0, 0.0, 0.0], [0.1, 0.1, 0.1], [0.1, 0.2, 0.3], [-0.2, -0.1, -0.1], [0.0, 0.1, -0.1], [0.0, 0.0, -0.1], [0.0, 0.0, 0.0], [0.0, 0.0, 0.0], [0.0, 0.0, 0.0], [0.0, 0.0, 0.0], [0.1, 0.0, 0.0], [0.0, -0.1, -0.2], [0.0, 0.0, 0.1], [0.0, 0.0, 0.0], [0.0, 0.0, 0.0], [0.0, 0.0, 0.0], [0.0, 0.0, 0.0], [0.0, 0.0, 0.0], [0.0, 0.0, 0.0], [0.0, 0.0, 0.1], [0.0, 0.0, 0.0], [0.0, 0.0, 0.0], [-0.1, 0.0, -0.1], [0.1, -0.1, 0.0], [0.0, 0.0, 0.0], [0.0, 0.0, 0.0], [0.0, 0.0, 0.0], [0.0, 0.0, 0.0], [0.0, 0.0, 0.0], [0.0, 0.0, 0.0], [0.0, 0.0, 0.0], [0.0, 0.0, 0.0], [0.0, 0.0, 0.0], [0.0, 0.0, -0.1], [0.0, 0.1, 0.0], [0.0, 0.1, 0.0], [0.0, 0.0, 0.0], [0.0, 0.0, 0.0], [-0.1, 0.0, 0.0], [0.0, 0.0, 0.1], [0.0, 0.0, 0.0], [0.0, 0.0, 0.0], [-0.2, 0.0, 0.0], [0.1, 0.0, 0.0], [0.0, 0.0, 0.0], [0.0, 0.0, 0.0], [0.0, 0.0, 0.0], [0.0, 0.0, 0.0], [0.0, 0.0, 0.0], [0.1, 0.0, 0.0], [0.0, 0.0, 0.0], [0.0, 0.0, 0.0], [0.0, 0.0, 0.0], [0.0, 0.0, 0.0], [0.0, 0.0, 0.0], [0.0, 0.0, 0.0], [0.0, 0.0, 0.0], [0.0, 0.0, 0.0], [0.0, 0.0, 0.0], [0.0, 0.0, 0.0], [0.0, 0.0, 0.0], [0.0, 0.0, 0.0], [0.0, 0.0, 0.0], [0.0, 0.0, 0.0], [0.0, 0.0, 0.0], [0.0, 0.0, 0.0], [0.0, 0.0, 0.0], [0.0, 0.0, 0.0], [0.0, 0.0, 0.0], [0.0, 0.0, 0.0]],
  "mulliken_charge": [2.770, -0.271, 0.611, -0.492, -0.096, 0.039, -0.346, -0.653, 0.595, 0.662, -0.262, -1.271, -1.117, -0.143, 0.442, 0.698, 0.528, 0.461, -1.126, 1.132, -0.701, -0.338, -0.421, -0.695, -0.506, -0.642, -0.114, 0.502, 0.215, 0.554, 0.518, 0.442, 0.424, 0.445, 0.303, -1.467, 1.158, -1.758, -1.412, -0.278, -0.535, 0.473, 0.298, 0.303, 0.439, 0.369, 0.404, 0.524, 0.153, 0.284, 0.317, 0.175, 0.081, -0.627, -0.655, -0.920, 0.596, -0.414, -0.821, 1.172, 0.443, -0.453, -0.781, -0.848, -0.703, -0.609, 0.882, -0.710, -0.830, -0.765, -0.679, -0.360, 0.430, 0.441, 0.384, 0.398, 0.468, 0.409, 0.529, 0.417, 0.467, 0.378, 0.542, 0.455, 0.418, 0.523, 0.147]
}